{"formula": "C5H8O", "method": "the ωB97M-V functional and the def2-TZVPD basis", "species": ["C", "C", "C", "C", "C", "O", "H", "H", "H", "H", "H", "H", "H", "H"], "positions_angstrom": [[-0.825, 2.278, -1.347], [-0.150, 1.579, -0.253], [0.338, 0.618, 0.292], [0.930, -0.715, 0.220], [0.545, -1.872, 1.124], [-0.857, -1.938, 1.237], [-1.745, 2.765, -1.023], [-0.172, 3.025, -1.802], [-1.082, 1.542, -2.126], [0.240, -0.870, -0.642], [2.019, -0.675, 0.036], [0.856, -2.786, 0.601], [1.046, -1.872, 2.103], [-1.142, -1.080, 1.579]], "forces_ev_per_a": [[-0.065, 0.271, -0.009], [0.012, -0.579, 0.049], [0.003, 1.166, 0.492], [-0.513, -0.201, -0.589], [0.255, 0.009, 0.089], [-0.198, 0.091, 0.362], [0.036, 0.065, -0.036], [-0.101, 0.048, 0.076], [0.032, 0.207, 0.239], [1.488, -1.175, -0.485], [-0.633, -0.117, -0.298], [-0.043, 0.179, 0.201], [-0.123, 0.176, -0.052], [-0.150, -0.139, -0.041]], "relative_energy_kj_mol": 297.8, "lumo_energy_ev": 0.93, "e_tot_ev": -7359.16905, "fmax_ha_per_bohr": 0.0381, "smiles": "CC#CCCO", "total_charge": 0, "homo_ev": -9.155, "gap_ev": 10.08}